# 1
The following is a quantum chemistry calculation of a structure of composition C25H46P2Y, from the Open Molecules 2025 dataset.

Output
- ΔE to the lowest compared entry with this formula, charge and spin (kJ/mol) = 0.0
- charge = +1
- lowest unoccupied orbital energy (hartree) = -0.1033
- orbital gap (eV) = 6.93

XYZ file:
```
74
C25H46P2Y, DFT ωB97M-V/def2-TZVPD
Y 0.030 -0.311 1.156
C -0.701 -2.340 2.957
C 0.659 -2.456 2.527
C 0.530 -0.833 4.184
C -0.770 -1.360 3.985
C 1.419 -1.481 3.267
C -1.826 -3.222 2.561
H -1.662 -3.658 1.570
H -2.770 -2.662 2.545
H -1.958 -4.053 3.270
C -1.969 -0.963 4.758
H -2.836 -1.574 4.477
H -2.223 0.088 4.566
H -1.816 -1.068 5.841
C 0.893 0.183 5.188
H 0.651 -0.140 6.215
H 0.343 1.118 5.010
H 1.963 0.412 5.157
C 2.874 -1.257 3.190
H 3.418 -1.859 3.936
H 3.123 -0.205 3.386
H 3.270 -1.527 2.202
C 1.227 -3.517 1.663
H 1.522 -4.396 2.254
H 2.126 -3.173 1.140
H 0.492 -3.864 0.925
C -1.734 1.018 -3.778
C -1.825 -0.323 -3.712
C -1.036 -1.230 -4.602
C 0.482 -0.852 -4.710
C 1.070 -0.236 -3.475
C 1.249 1.095 -3.364
C 0.578 2.115 -4.253
C -0.874 1.787 -4.733
H -1.470 -1.195 -5.621
H 0.609 -0.183 -5.573
H -1.105 -2.283 -4.276
H -0.833 1.329 -5.727
H -2.422 1.633 -3.196
H -2.622 -0.807 -3.146
H -1.359 2.762 -4.869
H 0.549 3.081 -3.726
H 2.025 1.516 -2.718
H 1.223 2.290 -5.135
H 1.044 -1.768 -4.940
H 1.521 -0.944 -2.762
P -1.906 0.545 -0.387
P 1.781 1.612 0.353
C -0.750 1.742 -1.241
C 0.459 2.510 -0.623
H -1.402 2.483 -1.728
H -0.379 1.099 -2.047
H 1.013 2.963 -1.454
H 0.071 3.327 0.005
C 2.633 2.932 1.264
H 3.287 2.453 2.007
H 1.903 3.560 1.792
H 3.236 3.549 0.584
C 3.101 0.895 -0.693
H 3.630 1.686 -1.246
H 2.695 0.160 -1.406
H 3.827 0.365 -0.054
C -3.638 0.580 -0.975
H -4.190 -0.152 -0.368
H -3.781 0.318 -2.026
H -4.112 1.557 -0.797
C -1.102 -1.144 -0.942
H -0.155 -1.579 -0.508
H -0.851 -1.069 -2.004
H -1.873 -1.911 -0.810
C -1.013 1.517 2.227
H -0.355 1.756 3.089
H -1.950 1.097 2.646
H -1.255 2.463 1.727
```

Okay, here come the Löwdin numbers, in e, for every atom:
1. Y 1.14
2. C -0.31
3. C -0.37
4. C -0.25
5. C -0.25
6. C -0.31
7. C -0.06
8. H 0.06
9. H 0.07
10. H 0.10
11. C -0.03
12. H 0.08
13. H 0.07
14. H 0.09
15. C -0.04
16. H 0.10
17. H 0.07
18. H 0.07
19. C -0.07
20. H 0.10
21. H 0.07
22. H 0.07
23. C -0.06
24. H 0.10
25. H 0.07
26. H 0.07
27. C -0.14
28. C -0.16
29. C -0.16
30. C -0.16
31. C -0.12
32. C -0.15
33. C -0.16
34. C -0.16
35. H 0.13
36. H 0.11
37. H 0.11
38. H 0.11
39. H 0.09
40. H 0.09
41. H 0.12
42. H 0.11
43. H 0.07
44. H 0.13
45. H 0.12
46. H 0.10
47. P 0.91
48. P 0.81
49. C -0.39
50. C -0.36
51. H 0.09
52. H 0.01
53. H 0.07
54. H 0.08
55. C -0.24
56. H 0.05
57. H 0.06
58. H 0.06
59. C -0.27
60. H 0.06
61. H 0.01
62. H 0.06
63. C -0.23
64. H 0.06
65. H 0.02
66. H 0.07
67. C -0.27
68. H 0.02
69. H 0.00
70. H 0.07
71. C -0.32
72. H -0.03
73. H -0.02
74. H -0.03

# 2
The following is a quantum chemistry calculation of a structure of composition C25H47Br2NO3Si2Ti, from the Open Molecules 2025 dataset.

Output
- charge = 0
- spin multiplicity = 3
- lowest unoccupied orbital energy (spin up / spin down) (hartree) = -0.0031 / -0.0036
- orbital gap (spin up / spin down) (eV) = 4.61 / 6.85

XYZ file:
```
81
C25H47Br2NO3Si2Ti, DFT ωB97M-V/def2-TZVPD
O 0.768 2.163 0.978
O -5.592 -0.081 0.219
C 0.498 2.230 2.481
C 1.687 2.832 3.193
H 0.264 1.193 2.769
H -0.387 2.851 2.608
H 2.639 2.345 2.952
H 1.561 2.763 4.278
H 1.759 3.893 2.929
C 0.125 3.183 0.131
C -1.191 3.716 0.677
H -0.053 2.698 -0.837
H 0.843 3.997 -0.013
H -1.891 2.941 1.000
H -1.712 4.271 -0.111
H -1.012 4.423 1.489
C -5.454 0.571 -1.041
C -5.397 0.408 1.542
C -4.494 1.746 -1.154
H -6.476 0.886 -1.308
H -5.164 -0.246 -1.715
H -4.938 2.642 -0.700
H -4.370 1.935 -2.227
H -3.514 1.530 -0.708
C -6.195 1.635 1.991
H -4.314 0.534 1.677
H -5.722 -0.468 2.133
H -5.599 2.545 1.852
H -6.431 1.539 3.057
H -7.148 1.705 1.454
H -1.374 -2.400 -1.138
Ti 2.012 0.851 0.175
C -1.510 -2.001 -0.162
Si -1.515 -3.183 1.312
H -2.186 -1.154 -0.216
H -0.534 -1.521 0.079
C -1.677 -2.338 2.961
C 0.284 -3.781 1.231
C -2.851 -4.384 0.867
C 3.398 1.908 -0.643
Si 2.522 1.850 -2.300
H 4.385 1.400 -0.624
H 3.524 2.913 -0.197
C 2.310 3.669 -2.645
C 0.785 1.188 -2.672
C 3.623 0.905 -3.470
H -3.713 -3.857 0.458
H -3.155 -4.956 1.737
H -2.466 -5.045 0.094
H -0.748 -1.797 3.187
H -1.838 -3.052 3.777
H -2.497 -1.611 2.980
H 0.922 -3.082 1.804
H 0.625 -3.746 0.180
H 0.460 -4.791 1.608
H 0.274 1.941 -3.291
H 0.130 0.962 -1.817
H 0.857 0.281 -3.285
H 3.472 1.322 -4.475
H 3.391 -0.167 -3.487
H 4.670 1.037 -3.176
H 2.646 3.838 -3.673
H 2.929 4.231 -1.939
H 1.259 3.958 -2.532
Br 4.372 -1.816 3.505
C 4.286 -2.131 1.654
C 5.078 -3.073 0.983
C 4.862 -3.366 -0.366
Br 6.059 -4.556 -1.245
C 3.770 -2.797 -1.082
C 3.316 -3.205 -2.345
C 2.107 -2.706 -2.801
C 1.427 -1.735 -2.057
N 1.976 -1.091 -0.992
C 3.068 -1.723 -0.431
C 3.414 -1.344 0.903
O 2.931 -0.219 1.431
H 5.860 -3.563 1.522
H 3.895 -3.933 -2.897
H 1.663 -3.046 -3.728
H 0.414 -1.464 -2.355
```

Okay, here come the Löwdin numbers, in e, for every atom:
1. O -0.32
2. O -0.19
3. C -0.15
4. C -0.05
5. H 0.13
6. H 0.09
7. H 0.09
8. H 0.09
9. H 0.09
10. C -0.19
11. C -0.06
12. H 0.09
13. H 0.13
14. H 0.08
15. H 0.09
16. H 0.08
17. C -0.26
18. C -0.27
19. C -0.08
20. H 0.12
21. H 0.12
22. H 0.07
23. H 0.08
24. H 0.06
25. C -0.08
26. H 0.10
27. H 0.12
28. H 0.06
29. H 0.07
30. H 0.08
31. H 0.02
32. Ti 0.94
33. C -0.18
34. Si 0.46
35. H 0.01
36. H 0.01
37. C -0.18
38. C -0.17
39. C -0.19
40. C -0.33
41. Si 0.40
42. H 0.05
43. H 0.03
44. C -0.19
45. C -0.19
46. C -0.16
47. H 0.03
48. H 0.02
49. H 0.03
50. H 0.02
51. H 0.03
52. H 0.02
53. H 0.03
54. H 0.03
55. H 0.03
56. H 0.05
57. H 0.02
58. H 0.03
59. H 0.04
60. H 0.03
61. H 0.04
62. H 0.04
63. H 0.03
64. H 0.02
65. Br 0.76
66. C -0.64
67. C -0.17
68. C -0.62
69. Br 0.73
70. C -0.21
71. C -0.09
72. C -0.09
73. C -0.22
74. N -0.03
75. C -0.18
76. C -0.41
77. O -0.25
78. H 0.08
79. H 0.07
80. H 0.10
81. H 0.08

# 3
The following is a quantum chemistry calculation of a structure of composition C25H47Br3Cl10CuNO6, from the Open Molecules 2025 dataset.

Output
- charge = +1
- spin multiplicity = 2
- lowest unoccupied orbital energy (spin up / spin down) (hartree) = -0.1663 / -0.1662
- orbital gap (spin up / spin down) (eV) = 4.14 / 4.13

XYZ file:
```
93
C25H47Br3Cl10CuNO6, DFT ωB97M-V/def2-TZVPD
Cu 3.101 -0.146 3.347
C -6.477 2.804 2.891
C -7.161 1.594 3.538
C -6.223 0.364 3.208
C -6.722 -0.902 3.860
N -5.806 -2.150 3.508
C -6.422 -3.356 4.206
C -5.980 -4.492 3.393
C -5.879 -4.077 1.933
C -5.742 -2.536 2.016
C -4.387 -1.902 4.075
H -5.412 2.779 3.124
H -6.930 3.752 3.183
H -6.686 2.729 1.824
H -8.134 1.447 3.070
H -7.356 1.700 4.605
H -5.233 0.566 3.616
H -6.246 0.317 2.119
H -7.699 -1.130 3.435
H -6.802 -0.782 4.940
H -6.035 -3.327 5.224
H -7.487 -3.129 4.164
H -5.041 -4.961 3.686
H -6.790 -5.214 3.501
H -5.062 -4.598 1.434
H -6.684 -4.398 1.272
H -4.877 -2.138 1.484
H -6.664 -2.117 1.614
H -4.408 -1.655 5.137
H -3.850 -1.094 3.580
H -3.888 -2.845 3.851
O 0.776 1.767 1.275
C 0.990 2.117 -0.049
C 2.086 1.330 -0.879
O 3.298 1.058 -0.152
H 1.252 3.171 -0.135
H 0.085 2.170 -0.653
H 2.294 1.931 -1.764
H 1.684 0.401 -1.284
O 1.603 -4.305 1.124
C 1.498 -5.211 0.319
O 0.297 -5.889 0.179
C 0.490 -6.955 -0.796
C 1.656 -6.414 -1.645
C 2.532 -5.653 -0.677
H -0.436 -6.981 -1.370
H 0.702 -7.974 -0.473
H 1.249 -5.770 -2.424
H 2.255 -7.176 -2.144
H 3.040 -4.744 -0.999
H 3.239 -6.329 -0.195
O 8.123 -2.467 -5.946
C 6.947 -2.331 -6.178
O 6.300 -3.318 -6.860
C 5.041 -2.790 -7.324
C 4.625 -1.868 -6.171
C 5.978 -1.249 -5.717
H 4.320 -3.576 -7.549
H 5.214 -2.194 -8.220
H 4.223 -2.565 -5.435
H 3.858 -1.180 -6.526
H 5.836 -1.088 -4.648
H 6.166 -0.310 -6.238
C -5.049 2.230 -3.183
Cl -6.783 2.032 -2.753
Cl -4.279 0.704 -3.766
H -5.064 2.869 -4.066
H -4.494 2.702 -2.373
C -1.193 5.236 5.590
Cl -2.236 6.318 6.586
Cl 0.550 5.511 5.967
H -1.470 4.228 5.899
H -1.448 5.379 4.540
C 8.133 4.273 -0.530
Cl 8.950 5.615 0.255
Cl 9.008 3.714 -2.002
H 8.089 3.452 0.185
H 7.122 4.548 -0.831
C 10.157 -1.507 -0.274
Cl 11.302 -0.686 0.753
Cl 9.619 -3.067 0.307
H 9.264 -0.884 -0.337
H 10.452 -1.534 -1.323
C 0.755 6.065 -5.295
Cl -0.753 6.882 -4.676
Cl 0.509 5.564 -6.993
H 1.552 6.795 -5.153
H 0.955 5.226 -4.628
C 3.584 8.156 1.399
Br 4.808 8.968 2.858
Br 4.423 8.746 -0.305
Br 1.635 8.683 1.410
H 3.661 7.070 1.452
```

Okay, here come the Löwdin numbers, in e, for every atom:
1. Cu 0.68
2. C -0.10
3. C -0.23
4. C -0.20
5. C -0.11
6. N -0.23
7. C -0.12
8. C -0.17
9. C -0.13
10. C -0.06
11. C 0.04
12. H 0.07
13. H 0.08
14. H 0.08
15. H 0.11
16. H 0.11
17. H 0.10
18. H 0.12
19. H 0.13
20. H 0.14
21. H 0.14
22. H 0.14
23. H 0.13
24. H 0.13
25. H 0.12
26. H 0.12
27. H 0.14
28. H 0.13
29. H 0.11
30. H 0.10
31. H 0.11
32. O -0.06
33. C -0.32
34. C -0.37
35. O -0.32
36. H 0.12
37. H 0.09
38. H 0.09
39. H 0.08
40. O 0.09
41. C -0.46
42. O 0.01
43. C -0.14
44. C -0.16
45. C -0.08
46. H 0.12
47. H 0.12
48. H 0.12
49. H 0.12
50. H 0.14
51. H 0.14
52. O 0.12
53. C -0.47
54. O 0.01
55. C -0.17
56. C -0.16
57. C -0.05
58. H 0.12
59. H 0.12
60. H 0.11
61. H 0.11
62. H 0.12
63. H 0.13
64. C -0.98
65. Cl 0.46
66. Cl 0.47
67. H 0.02
68. H 0.03
69. C -0.98
70. Cl 0.46
71. Cl 0.47
72. H 0.01
73. H 0.03
74. C -1.02
75. Cl 0.51
76. Cl 0.47
77. H 0.02
78. H 0.03
79. C -1.10
80. Cl 0.53
81. Cl 0.51
82. H 0.02
83. H 0.04
84. C -0.97
85. Cl 0.43
86. Cl 0.49
87. H 0.03
88. H 0.02
89. C -1.41
90. Br 0.46
91. Br 0.49
92. Br 0.49
93. H -0.03

Number 2 is which compound? C25H47Br2NO3Si2Ti

Among the records above, which one has the lowest charge? C25H47Br2NO3Si2Ti